C4H13NOS | ωB97M-V/def2-TZVPD

Structure (XYZ):
```
20
Properties=species:S:1:pos:R:3
C 0.126 -0.773 -0.985
C -0.563 0.210 0.002
C -1.459 -0.424 1.041
S -2.634 -1.630 0.370
C 1.019 -1.825 -0.377
N 2.185 -1.175 0.250
H -0.689 -1.246 -1.523
H 0.644 -0.128 -1.699
H 0.059 1.054 0.314
H -1.281 0.741 -0.644
H -0.941 -0.902 1.894
H -1.984 0.304 1.675
H -2.673 -2.344 1.528
H 0.440 -2.469 0.290
H 1.428 -2.418 -1.203
H 1.824 -0.384 0.776
H 2.665 -1.712 0.976
H 0.561 5.026 -1.650
H 0.643 4.636 -0.254
O 0.631 5.461 -0.782
```

The value obtained for the HOMO energy (spin up / spin down) is 0.893 / -5.868 eV. As for the maximum force: 2.255 eV/Å. For the LUMO energy (spin up / spin down), the calculation gives 3.061 / 3.132 eV. Its charge is -1. The relative energy (zero: lowest compared OMol25 entry of this formula, charge and spin) comes out at 59.0 kJ/mol. As for the multiplicity: 2.